Computed, not measured: C7H10 in the gas phase, with the ωB97M-V functional and the def2-TZVPD basis.

Geometry as XYZ:
```
17
Properties=species:S:1:pos:R:3
C -2.7264 -0.7112 0.1018
C -0.9085 1.5631 0.2508
C -1.2942 -0.8957 0.0096
H -2.9525 -1.4861 0.8450
H -3.2360 -1.1772 -0.7148
H -0.0885 2.2061 0.3027
C 2.1515 -0.2617 -0.1826
C 0.9998 -0.0052 -0.1854
C -0.4422 0.1733 -0.0310
H 3.8142 0.5667 -0.7810
C 3.6082 -0.3866 -0.3288
H -1.7083 1.8552 -0.4128
H 4.0177 -0.2344 0.5513
H -2.9038 0.3180 0.3104
H 3.9905 -1.2536 -0.8338
H -1.4601 1.5728 1.2429
H -0.8613 -1.8435 -0.1443
```

Calculated values
Frontier orbital gap = 9.092 eV
M = 94.16 Da
ΔE to the lowest compared entry with this formula, charge and spin = 3.072 eV
HOMO energy = -8.10 eV
Strongest force on any atom = 5.08 eV/A

Results of the Mulliken charge analysis, in e, for atoms 1 through 8: -1.17, -1.62, -0.21, 0.29, 0.32, 0.39, 0.82, -0.49

Computed, not measured: 2 unconnected molecules or ions with the total composition C7H10, with the ωB97M-V functional and the def2-TZVPD basis.

Geometry as XYZ:
```
17
Properties=species:S:1:pos:R:3
H 1.4558 -2.7741 1.4514
H -1.9837 1.7094 -0.2902
H -1.3785 -0.9193 1.9421
C -1.5865 -1.0990 -0.2125
H -0.4064 1.3474 1.5051
C -0.2890 0.6694 0.6487
C -1.4465 -0.2013 -1.2119
C 1.7968 0.4096 -0.7765
H -0.5495 1.7982 -1.3107
H 1.7742 0.2731 1.3007
C -1.1025 1.1490 -0.6231
H -1.3613 -0.4293 -2.2707
H 1.2714 0.5711 -1.7118
C -1.0861 -0.6137 0.9395
H 0.8496 -2.5365 1.0877
C 1.1863 0.4605 0.4030
H 2.8558 0.1855 -0.8708
```

Calculated values
Frontier orbital gap (spin up / spin down) = 7.512 / 8.167 eV
M = 94.16 Da
ΔE to the lowest compared entry with this formula, charge and spin = 5.491 eV
HOMO energy (spin up / spin down) = -8.00 / -8.58 eV
Strongest force on any atom = 0.31 eV/A

Results of the Mulliken charge analysis, in e, for atoms 1 through 8: 0.27, 0.33, 0.42, -0.09, 0.38, 0.31, -0.18, -0.80

Computed, not measured: C7H10 in the gas phase, with the ωB97M-V functional and the def2-TZVPD basis.

Geometry as XYZ:
```
17
Properties=species:S:1:pos:R:3
C 0.4945 -0.2913 -0.1663
H -1.0940 -1.4538 -1.1391
H -2.7081 0.6371 -0.6123
C -1.6396 0.5470 -0.4319
C -0.9521 -0.8030 -0.2698
H 1.5844 -1.8780 0.8533
C -0.7747 1.4899 -1.2329
H 0.6430 0.2545 -1.1328
H 1.5879 -1.9628 -0.9265
C 0.3982 0.8416 0.8686
H -1.2831 -1.3505 0.6285
H 1.3001 1.4627 0.8797
C 1.6236 -1.2855 -0.0663
H 2.5799 -0.7525 -0.1024
H 0.2179 0.4766 1.8934
H -1.1757 2.5020 0.6825
C -0.8023 1.5659 0.2742
```

Calculated values
Frontier orbital gap = 8.657 eV
M = 94.16 Da
ΔE to the lowest compared entry with this formula, charge and spin = 4.391 eV
HOMO energy = -8.64 eV
Strongest force on any atom = 0.46 eV/A

Results of the Mulliken charge analysis, in e, for atoms 1 through 8: 0.27, 0.36, 0.39, -0.05, -0.63, 0.35, -0.65, 0.18

Computed, not measured: C7H10 in the gas phase, with the ωB97M-V functional and the def2-TZVPD basis.

Geometry as XYZ:
```
17
Properties=species:S:1:pos:R:3
C -1.5538 -0.4862 0.1417
H -1.9289 0.2151 -2.1101
H 0.2808 1.7657 -1.1799
H 2.7093 0.7487 -0.0847
H -0.1094 -0.8930 1.7008
H 2.6378 -0.8005 0.7592
C -1.3839 0.2183 -1.1796
C -0.2316 -1.0799 0.6248
H 1.0644 -0.8185 -1.0886
H -2.5165 -0.9208 0.4003
C -0.1248 0.8787 -0.6962
H -2.0251 1.8335 0.3792
C 0.7861 -0.2494 -0.1901
C 2.0713 0.1124 0.5400
C -1.4198 1.0003 0.0561
H 1.8886 0.6308 1.4877
H -0.1446 -2.1552 0.4395
```

Calculated values
Frontier orbital gap = 10.572 eV
M = 94.16 Da
ΔE to the lowest compared entry with this formula, charge and spin = 1.934 eV
HOMO energy = -9.35 eV
Strongest force on any atom = 0.29 eV/A

Results of the Mulliken charge analysis, in e, for atoms 1 through 8: -0.33, 0.41, 0.42, 0.36, 0.32, 0.38, -0.52, -0.85

Computed, not measured: C7H10 in the gas phase, with the ωB97M-V functional and the def2-TZVPD basis.

Geometry as XYZ:
```
17
Properties=species:S:1:pos:R:3
H -1.5641 1.1603 -0.1731
H 0.3786 2.3197 0.8830
H -0.4315 1.1560 -1.5169
C 1.6995 0.7600 0.0248
H -1.9466 -1.3070 -0.4764
H -0.8801 -1.2957 -1.8863
H 1.8672 1.3220 -0.8902
H -2.3916 -0.3581 -1.9066
H 2.5347 0.1445 0.3436
H 0.3156 -3.1849 1.8107
C 0.8378 1.3560 1.0897
C 0.2810 -1.1035 0.8973
C 0.3096 0.2035 0.2666
C -1.5516 -0.6777 -1.2806
C 0.2933 -2.2056 1.3858
H 1.0812 1.1730 2.1316
C -0.8330 0.5375 -0.7033
```

Calculated values
Frontier orbital gap = 10.387 eV
M = 94.16 Da
ΔE to the lowest compared entry with this formula, charge and spin = 2.501 eV
HOMO energy = -9.24 eV
Strongest force on any atom = 0.42 eV/A

Results of the Mulliken charge analysis, in e, for atoms 1 through 8: 0.27, 0.27, 0.37, -0.88, 0.33, 0.33, 0.24, 0.38

Computed, not measured: a molecular structure, C7H10, with the ωB97M-V functional and the def2-TZVPD basis.

Geometry as XYZ:
```
17
Properties=species:S:1:pos:R:3
H -1.9681 -0.6771 -1.4034
C -0.0744 -0.6476 1.1581
C 1.3151 -0.0377 0.8398
H 2.1130 -0.0087 1.5818
C -0.4733 0.1220 -0.1381
H -2.1308 1.0607 -1.2412
C -1.8957 0.1498 -0.6847
H 0.1854 -0.7226 -2.1900
H 0.9904 1.8901 -0.3232
H -0.1982 -1.7342 1.1704
H 0.1581 1.8205 1.2731
C 0.5115 1.2370 0.4126
C 1.6228 -0.6491 -0.5275
H 2.5532 -1.0648 -0.8884
H -2.6753 -0.0289 0.0588
H -0.5022 -0.2004 2.0667
C 0.4685 -0.5091 -1.1649
```

Calculated values
Frontier orbital gap = 9.843 eV
M = 94.16 Da
ΔE to the lowest compared entry with this formula, charge and spin = 2.088 eV
HOMO energy = -8.79 eV
Strongest force on any atom = 0.31 eV/A

Results of the Mulliken charge analysis, in e, for atoms 1 through 8: 0.35, -0.68, -0.34, 0.48, 0.77, 0.32, -1.51, 0.39

Computed, not measured: C7H10 in the gas phase, with the ωB97M-V functional and the def2-TZVPD basis.

Geometry as XYZ:
```
17
Properties=species:S:1:pos:R:3
H -1.4453 -0.6474 0.8964
H 1.1745 0.9930 -1.3242
C 1.6010 -0.8454 1.1560
H -2.2244 -0.8984 -0.6662
H 0.1009 1.5993 0.8780
C 0.1121 0.7907 -1.1363
C -0.3855 1.7679 -0.0848
C 1.9058 -0.7371 2.3957
C -0.0464 -0.7228 -0.8092
C 1.1636 -1.0324 -0.0450
H -0.3823 0.9856 -2.0882
H -1.3490 -2.2107 0.0947
H -1.4667 1.7063 0.0626
H 2.7758 -1.1481 2.8995
H -0.1546 2.7919 -0.3929
H -0.0454 -1.2624 -1.7611
C -1.3341 -1.1302 -0.0750
```

Calculated values
Frontier orbital gap (spin up / spin down) = 7.026 / 7.026 eV
M = 94.16 Da
ΔE to the lowest compared entry with this formula, charge and spin = 4.995 eV
HOMO energy (spin up / spin down) = -8.00 / -8.00 eV
Strongest force on any atom = 0.81 eV/A

Results of the Mulliken charge analysis, in e, for atoms 1 through 8: 0.35, 0.36, 0.60, 0.34, 0.27, -0.67, -1.11, -0.64

Computed, not measured: 2 unconnected molecules or ions with the total composition C7H10, with the ωB97M-V functional and the def2-TZVPD basis.

Geometry as XYZ:
```
17
Properties=species:S:1:pos:R:3
H -1.7615 1.3865 -0.1714
C 1.4896 0.8112 0.4785
C 1.5589 -0.6384 -0.0930
H 2.5084 -0.9020 -0.5523
H 0.6518 -0.7114 1.9122
H 0.4093 -2.0121 -1.3828
H -3.7085 0.3757 -1.6524
C 0.2733 1.5781 0.4481
C -0.9554 0.7564 0.2245
C 0.3263 -1.1310 -0.7507
H -1.7461 -0.9117 -1.0365
H -3.3760 0.9993 -1.8814
H 2.4276 1.3632 0.4592
C 1.5520 -0.4409 1.3673
C -0.8464 -0.5280 -0.5601
H -1.2800 0.5589 1.2654
H 2.4766 -0.5537 1.9254
```

Calculated values
Frontier orbital gap = 8.319 eV
M = 94.16 Da
ΔE to the lowest compared entry with this formula, charge and spin = 5.134 eV
HOMO energy = -7.92 eV
Strongest force on any atom = 0.55 eV/A

Results of the Mulliken charge analysis, in e, for atoms 1 through 8: 0.32, 0.02, 0.00, 0.41, 0.25, 0.39, 0.01, -0.89

Computed, not measured: C7H10 in the gas phase, with the ωB97M-V functional and the def2-TZVPD basis.

Geometry as XYZ:
```
17
Properties=species:S:1:pos:R:3
H -2.2040 2.1118 1.5729
C -0.3611 -0.2649 -1.6198
C -2.2075 2.3107 0.4999
C 1.7183 -1.2422 -0.3610
H -3.2512 2.3012 0.1619
H 2.5984 -0.6583 -0.6501
C 0.5181 -0.4630 -0.6563
C -1.4102 0.6946 -1.3766
H 1.7148 -2.1683 -0.9541
H 2.7290 -2.1598 1.3182
H -1.7969 3.3089 0.3395
H -2.1704 0.8936 -2.1447
H -0.3089 -0.7998 -2.5779
C -1.4215 1.3071 -0.2058
H 1.8353 -0.6926 1.7247
C 1.8192 -1.5988 1.1238
H 0.9667 -2.1992 1.4274
```

Calculated values
Frontier orbital gap (spin up / spin down) = 8.452 / 8.523 eV
M = 94.16 Da
ΔE to the lowest compared entry with this formula, charge and spin = 5.370 eV
HOMO energy (spin up / spin down) = -8.11 / -8.10 eV
Strongest force on any atom = 0.73 eV/A

Results of the Mulliken charge analysis, in e, for atoms 1 through 8: 0.29, -0.16, -1.08, -0.21, 0.32, 0.21, -0.35, -0.04

Computed, not measured: 2 unconnected molecules or ions with the total composition C7H10, with the ωB97M-V functional and the def2-TZVPD basis.

Geometry as XYZ:
```
17
Properties=species:S:1:pos:R:3
H -2.6845 -1.1387 0.2130
H -1.4588 0.3894 -2.1614
H 2.7684 -1.4269 -0.1288
C -0.7086 -1.2956 -0.8036
H -1.2241 -0.3942 2.1863
H -2.1116 0.9691 1.4949
H 1.9162 -0.9062 1.4425
H -0.3968 0.7487 1.1129
C 2.2303 -0.6651 0.4296
H 2.1446 2.5200 -0.5942
C 1.5467 1.6147 -0.6399
C 1.9294 0.4871 -0.1050
C -1.3133 -0.2786 -1.3224
C -1.3392 0.2194 1.2833
H 0.0195 -2.0912 -0.8874
H 0.5843 1.6618 -1.1475
C -1.7228 -0.6292 0.0800
```

Calculated values
Frontier orbital gap = 10.372 eV
M = 94.16 Da
ΔE to the lowest compared entry with this formula, charge and spin = 4.551 eV
HOMO energy = -9.22 eV
Strongest force on any atom = 0.35 eV/A

Results of the Mulliken charge analysis, in e, for atoms 1 through 8: 0.37, 0.39, 0.29, -0.35, 0.27, 0.33, 0.28, 0.12

Computed, not measured: 2 unconnected molecules or ions with the total composition C7H10, with the ωB97M-V functional and the def2-TZVPD basis.

Geometry as XYZ:
```
17
Properties=species:S:1:pos:R:3
H 1.1301 -0.3240 -1.3137
H 0.2143 -2.4127 1.2965
C 0.4219 0.0393 -0.7041
H -0.9485 0.1841 -2.6926
C 1.9854 -1.3338 1.9640
C -1.0330 0.0491 -0.6668
H -2.4890 0.7989 -2.1705
C 0.1282 2.2877 0.5808
H 1.0967 2.4004 0.9949
H 2.5566 -0.4145 1.7716
C 0.9567 -1.6295 1.1614
C -1.7141 0.0057 -2.0033
C -0.1222 1.1657 -0.2076
H 2.1909 -1.8542 2.9086
H -0.8087 2.6568 1.1738
H -1.4521 -0.5718 0.2018
H -2.1129 -1.0472 -2.2948
```

Calculated values
Frontier orbital gap (spin up / spin down) = 8.317 / 7.657 eV
M = 94.16 Da
ΔE to the lowest compared entry with this formula, charge and spin = 7.445 eV
HOMO energy (spin up / spin down) = -8.70 / -7.91 eV
Strongest force on any atom = 4.37 eV/A

Results of the Mulliken charge analysis, in e, for atoms 1 through 8: 0.48, 0.28, -0.96, 0.37, -0.42, 0.22, 0.27, -0.75

Computed, not measured: C7H10 in the gas phase, with the ωB97M-V functional and the def2-TZVPD basis.

Geometry as XYZ:
```
17
Properties=species:S:1:pos:R:3
H -0.4510 1.9219 0.7174
H -1.6178 1.8374 -0.6163
H 1.6937 -2.6011 1.1068
H 2.4727 0.9502 -0.4886
C -0.1941 -0.7843 -0.2640
H -1.2006 -0.1215 1.5507
H -2.2958 -0.7360 0.2970
H -0.3474 -1.5469 -1.0381
C 1.5427 0.3935 -0.3787
C -0.5503 1.8506 -0.3711
C -1.3121 -0.8721 0.7617
C 2.1751 -1.6082 0.9623
H -0.1140 2.7567 -0.8053
C 1.2617 -0.7815 0.2463
H -1.3031 -1.8574 1.2413
C 0.1497 0.6057 -0.9122
H 0.0905 0.5928 -2.0092
```

Calculated values
Frontier orbital gap (spin up / spin down) = 7.421 / 7.351 eV
M = 94.16 Da
ΔE to the lowest compared entry with this formula, charge and spin = 4.883 eV
HOMO energy (spin up / spin down) = -8.27 / -8.19 eV
Strongest force on any atom = 0.49 eV/A

Results of the Mulliken charge analysis, in e, for atoms 1 through 8: 0.34, 0.33, 0.19, 0.39, 0.16, 0.32, 0.34, 0.30